(1)
DFT (ωB97M-V/def2-TZVPD) results for 7 unconnected molecules or ions with the total composition C30H42F24N8O18S8 at a distorted geometry.

```
130
Properties=species:S:1:pos:R:3:forces:R:3
C -3.860648 5.061294 1.226708 0.327 -0.618 0.081
N -2.528141 5.133354 0.650757 1.620 -1.134 0.162
C -2.242837 5.831375 -0.440169 1.533 0.159 -1.034
C -0.959588 5.755949 -1.006145 -2.315 1.258 -0.371
C 0.056985 5.095569 -0.393584 2.564 -0.155 -0.629
C -0.244154 4.356951 0.746416 -0.735 0.097 0.541
C -1.545865 4.356749 1.229355 0.462 0.723 -0.197
C 1.471201 5.317484 -0.935060 -3.085 -0.693 1.826
C 2.385118 6.014941 -0.157738 2.945 0.061 -0.789
C 3.661009 6.209381 -0.695967 -1.401 1.061 3.617
N 4.021834 5.835979 -1.919381 1.738 1.368 -1.842
C 3.097532 5.272584 -2.683053 -2.273 -1.112 -1.786
C 1.850098 4.969926 -2.231692 0.491 0.424 -1.347
C 5.278907 6.268661 -2.595362 0.328 -1.626 1.756
H -4.268323 4.091699 0.940750 -0.258 0.085 0.008
H -4.456638 5.867770 0.799532 -0.051 -0.017 0.635
H -3.648754 5.019983 2.295114 -0.928 0.546 0.178
H -2.968624 6.530347 -0.828842 -0.279 -0.260 0.007
H -0.740677 6.376920 -1.862216 -0.144 0.033 -0.092
H 0.548988 3.830624 1.256618 -0.216 -0.216 0.187
H -1.816738 3.844224 2.140588 -0.126 -0.152 -0.146
H 2.256987 6.425837 0.832796 -0.431 -0.272 0.044
H 4.390824 6.661161 -0.040470 0.267 0.162 -0.315
H 3.361677 5.142065 -3.722088 -0.034 -0.259 0.018
H 1.154559 4.600818 -2.970872 -0.137 -0.291 0.169
H 5.270073 6.137030 -3.677350 -0.434 0.172 0.241
H 5.905113 5.489517 -2.160733 1.127 0.297 -0.566
H 5.686668 7.231739 -2.288274 -0.561 0.087 -0.010
C -1.732933 -0.259402 -0.439317 -0.073 -1.161 1.384
N -1.394100 -1.283333 0.684434 0.155 0.565 0.247
C -2.736177 -1.779550 1.343759 1.233 -0.529 -0.867
C -0.643852 -2.488278 0.072360 -0.895 0.687 0.610
C -0.410441 -0.619538 1.732682 -0.734 0.842 0.401
C -1.017723 0.364223 2.767900 -1.142 -0.280 0.777
O -1.805971 1.449452 2.267113 0.826 -0.561 -1.814
H -2.128727 -0.861295 -1.257355 -0.145 0.251 -0.039
H -0.853091 0.315707 -0.727791 0.098 -0.298 0.124
H -2.467453 0.407942 0.011489 0.018 0.004 -0.288
H -3.315260 -2.378240 0.640670 0.289 0.357 -0.692
H -3.360142 -0.940367 1.651224 0.568 -0.027 0.406
H -2.451278 -2.529604 2.081566 0.062 0.686 0.637
H -0.256411 -3.101473 0.885986 -0.185 0.032 0.013
H 0.190638 -2.146490 -0.539924 -0.098 0.289 0.188
H -1.372428 -3.026317 -0.534111 0.082 -0.072 0.009
H 0.355808 -0.089307 1.167149 -0.238 -0.283 -0.247
H 0.098759 -1.400130 2.297908 -0.248 -0.231 -0.073
H -0.309426 0.797370 3.474165 1.194 -0.322 -0.694
H -1.664058 -0.085300 3.521742 -0.104 -1.150 -0.407
H -2.185089 1.813300 3.070526 -0.479 0.478 0.306
C 3.332561 -0.529262 -4.324026 -1.089 -1.938 0.784
N 2.329569 -1.759146 -4.479758 0.108 2.392 -1.989
C 1.812755 -1.540606 -5.933206 -0.409 -0.712 1.348
C 3.089211 -3.052133 -4.420495 -1.155 1.162 1.107
C 1.168716 -1.631041 -3.403089 0.341 -0.052 -1.470
C 0.080961 -2.721690 -3.439670 -0.116 0.108 -0.335
O -0.641785 -2.700981 -4.646638 2.267 1.069 -0.871
H 2.819966 0.423239 -4.189523 -0.378 -0.298 -0.183
H 3.896322 -0.547247 -5.256733 0.367 0.092 0.546
H 3.846504 -0.763516 -3.391775 0.576 0.225 -0.254
H 2.649981 -1.426282 -6.621739 0.094 -0.005 0.318
H 1.194949 -0.642859 -5.911762 -0.024 -0.196 -0.178
H 1.237048 -2.425084 -6.205908 -0.203 0.303 0.032
H 3.989006 -3.029378 -5.035271 -0.219 0.075 0.040
H 2.344313 -3.785245 -4.729974 0.477 -0.381 0.149
H 3.304943 -3.050481 -3.352055 0.605 -1.047 -0.200
H 0.774753 -0.660533 -3.704785 -0.421 -0.049 0.232
H 1.645755 -1.513198 -2.430138 0.211 -0.293 -0.040
H -0.642281 -2.548660 -2.642746 0.336 0.269 0.436
H 0.478227 -3.721120 -3.262396 0.367 -0.043 0.186
H -1.474603 -3.168873 -4.551314 -0.848 -0.165 0.281
C -1.542168 -6.206366 -5.065201 -0.939 1.912 -0.776
F -1.942129 -5.547036 -6.192565 0.416 -0.574 0.617
F -1.825660 -7.486572 -5.238159 0.274 0.484 0.644
F -0.229224 -6.006723 -4.928356 -0.369 -0.403 0.172
S -2.545466 -5.345037 -3.604149 -0.947 -1.861 0.555
O -3.717800 -6.223290 -3.446770 2.344 1.557 -0.538
O -1.657796 -5.170171 -2.462543 -0.375 -0.313 -1.615
N -2.928082 -3.815578 -4.280983 1.213 -2.998 -0.024
S -3.965578 -3.279689 -3.276017 -3.574 2.298 2.520
O -5.248383 -3.941810 -3.361865 0.718 0.918 -0.082
O -3.474365 -3.022468 -1.920622 -0.040 0.051 -1.152
C -4.259185 -1.475194 -3.917304 0.265 -0.265 -0.907
F -5.104392 -0.760594 -3.120808 1.062 -1.083 -1.011
F -3.057092 -0.822186 -3.963951 -1.132 -0.341 0.116
F -4.761097 -1.505896 -5.199914 0.485 0.249 1.710
C 2.491628 -5.539863 4.079877 -1.670 1.671 0.172
F 3.184246 -5.464704 2.946862 0.255 -0.248 0.773
F 1.954897 -6.759276 4.175326 0.823 0.483 0.500
F 3.203600 -5.155643 5.152925 0.207 -1.163 -0.745
S 1.086936 -4.248055 3.922794 -0.239 1.337 -1.947
O 1.651744 -3.146725 3.105259 -0.311 -1.681 1.983
O 0.007183 -4.948412 3.225818 1.034 0.004 0.987
N 0.693050 -3.790919 5.506133 3.841 -1.989 -3.310
S -0.703212 -3.232893 5.368952 -5.582 1.088 3.236
O -1.089034 -2.513955 4.165869 0.549 0.096 0.320
O -1.729825 -4.150574 5.896689 1.273 1.347 -0.688
C -0.558297 -1.854969 6.761410 0.241 -2.158 -1.793
F -0.215459 -2.381524 7.946324 0.073 0.380 -0.340
F 0.370817 -0.963502 6.371951 -0.601 0.074 0.541
F -1.761223 -1.331695 6.859394 -0.117 0.886 0.245
C 3.063486 -3.936530 -0.245604 2.210 1.565 1.187
F 2.596665 -4.263965 -1.440092 -0.032 -0.617 -0.044
F 2.114086 -3.435322 0.488298 -0.705 -0.224 0.215
F 3.661265 -4.949945 0.410167 -0.681 0.443 -1.207
S 4.401181 -2.519934 -0.469765 1.260 -0.536 -0.145
O 5.308970 -2.461448 0.680426 -2.355 -0.323 -1.603
O 5.048515 -2.871816 -1.726759 -0.944 0.384 0.260
N 3.372807 -1.169100 -0.736374 0.794 -4.486 -2.204
S 3.629718 -0.196812 0.370961 2.020 3.812 5.684
O 2.986713 -0.444305 1.657875 -0.374 0.225 -1.547
O 5.033814 0.184029 0.543520 -1.410 0.377 -1.040
C 2.775522 1.352774 -0.298223 1.070 -2.434 -0.231
F 1.493469 1.350822 -0.030769 -1.945 -0.449 -0.725
F 3.223686 2.393823 0.275792 1.722 2.545 1.479
F 3.033385 1.478558 -1.609059 -0.623 -0.017 -0.716
C -0.229949 3.332880 5.203655 -1.952 -1.467 0.444
F -0.347700 2.097562 5.767465 0.495 0.821 -1.125
F 0.540915 4.034885 5.974236 0.700 0.866 0.305
F 0.269623 3.292112 3.957676 -0.205 -0.283 0.589
S -1.999617 4.043817 5.220856 0.477 -0.823 -1.171
O -2.374721 4.134013 6.609195 0.375 0.105 -1.218
O -1.901715 5.244955 4.401994 -0.296 -0.999 0.364
N -2.815663 2.727571 4.327761 2.146 3.546 1.476
S -4.174657 2.613119 5.074795 -3.885 -1.759 2.365
O -4.080469 1.955077 6.384545 -0.227 0.690 -2.130
O -5.102392 3.749308 5.008606 1.397 -0.824 -0.392
C -5.024313 1.329444 3.927538 1.047 -0.554 0.496
F -5.269348 1.791310 2.680374 0.520 -0.215 0.429
F -4.291186 0.181758 3.886259 0.127 0.949 -0.638
F -6.164825 0.957476 4.449467 -0.963 0.405 0.414
```
Forces are in eV/Å.

## Properties
**Gap between HOMO and LUMO (alpha / beta)**: 5.2 / 6.8 eV
**Multiplicity**: 2
**⟨S²⟩**: 0.766
**Total charge**: -1
**Molar mass**: 1515.192 g mol⁻¹

Löwdin population analysis, charges in e, atoms 1 to 99:
1 C 0.042
2 N -0.093
3 C -0.005
4 C 0.008
5 C -0.149
6 C 0.057
7 C 0.033
8 C -0.202
9 C -0.004
10 C -0.077
11 N -0.144
12 C -0.101
13 C -0.031
14 C 0.011
15 H 0.113
16 H 0.106
17 H 0.094
18 H 0.137
19 H 0.126
20 H 0.127
21 H 0.093
22 H 0.122
23 H 0.121
24 H 0.119
25 H 0.118
26 H 0.087
27 H 0.098
28 H 0.091
29 C 0.034
30 N -0.241
31 C 0.059
32 C 0.025
33 C -0.043
34 C -0.197
35 O -0.127
36 H 0.072
37 H 0.086
38 H 0.088
39 H 0.086
40 H 0.091
41 H 0.099
42 H 0.094
43 H 0.080
44 H 0.078
45 H 0.091
46 H 0.098
47 H 0.113
48 H 0.103
49 H -0.036
50 C 0.039
51 N -0.300
52 C 0.002
53 C 0.020
54 C -0.038
55 C -0.235
56 O -0.091
57 H 0.093
58 H 0.090
59 H 0.081
60 H 0.092
61 H 0.103
62 H 0.092
63 H 0.115
64 H 0.106
65 H 0.066
66 H 0.125
67 H 0.092
68 H 0.094
69 H 0.108
70 H -0.032
71 C -0.597
72 F 0.089
73 F 0.162
74 F 0.128
75 S 0.726
76 O -0.295
77 O -0.299
78 N -0.311
79 S 0.561
80 O -0.282
81 O -0.327
82 C -0.542
83 F 0.110
84 F 0.078
85 F 0.086
86 C -0.631
87 F 0.132
88 F 0.141
89 F 0.126
90 S 0.704
91 O -0.337
92 O -0.331
93 N -0.297
94 S 0.542
95 O -0.336
96 O -0.322
97 C -0.644
98 F 0.121
99 F 0.112



(2)
DFT (ωB97M-V/def2-TZVPD) results for C5H9NO in the gas phase at a distorted geometry.

```
16
Properties=species:S:1:pos:R:3:forces:R:3
C -1.711461 -0.192679 -0.508488 1.420 0.695 -0.200
C -0.954498 0.513314 2.127166 0.203 0.691 2.803
N 0.038636 0.140105 1.360728 -1.542 -0.446 0.492
C -0.279305 0.466265 0.002016 -1.211 -0.775 -1.485
C 0.788597 -0.133227 -0.848272 0.111 0.205 -0.696
C 2.161515 -0.299784 -0.390266 0.294 0.168 0.003
O 1.270824 -1.411618 -0.442318 -0.136 -0.124 -0.122
H -1.749850 0.162013 -1.540902 -0.229 -0.278 -0.157
H -2.682221 0.093863 -0.056530 0.976 0.192 0.347
H -1.652885 -1.293867 -0.515430 0.164 0.442 0.079
H -1.162247 1.549964 1.825440 -0.676 0.138 -0.411
H 0.266660 -0.830679 1.517164 0.432 -0.262 -0.379
H -0.327942 1.562984 -0.112075 0.079 -0.467 0.026
H 0.592279 -0.028563 -1.907412 0.188 -0.149 -0.248
H 2.963023 -0.317094 -1.122672 -0.029 -0.026 0.055
H 2.438870 0.019000 0.611852 -0.042 -0.005 -0.109
```
Forces are in eV/Å.

## Properties
**Gap between HOMO and LUMO**: 9.1 eV
**Energy above the lowest of the compared OMol25 structures with the same formula, charge and spin**: 515.0 kJ/mol
**Molar mass**: 99.133 g mol⁻¹

Just the natural (NBO) charges please, in e? Sure, here they are:
1 C -0.637
2 C -0.028
3 N -0.606
4 C -0.073
5 C 0.040
6 C -0.111
7 O -0.499
8 H 0.202
9 H 0.231
10 H 0.220
11 H 0.070
12 H 0.396
13 H 0.221
14 H 0.189
15 H 0.190
16 H 0.194



(3)
DFT (ωB97M-V/def2-TZVPD) results for 4 unconnected molecules or ions with the total composition C10H29Cl2O12P3 at a distorted geometry.

```
56
Properties=species:S:1:pos:R:3:forces:R:3
C -4.918536 3.949118 -6.184406 -0.282 0.483 0.068
O -4.490598 3.402450 -4.935087 0.108 0.084 -0.086
P -5.548059 2.734612 -3.952560 0.080 -0.108 -0.383
O -6.639611 2.071547 -4.658527 -0.307 -0.034 -0.144
O -4.650596 1.864120 -3.025844 0.204 -0.245 0.813
C -4.343774 0.505910 -3.315364 0.568 -0.288 -0.846
O -5.930067 3.847988 -2.911875 -0.116 0.251 0.391
C -6.360254 5.135583 -3.336021 -0.544 0.027 -0.174
H -5.929097 4.356330 -6.119218 -0.016 -0.121 0.020
H -4.910881 3.210484 -6.980931 0.181 -0.122 0.062
H -4.251336 4.782342 -6.393876 0.124 -0.145 -0.183
H -4.563235 0.289183 -4.362152 -0.203 -0.138 0.090
H -4.861348 -0.197759 -2.670444 -0.253 0.248 0.125
H -3.270203 0.364250 -3.195084 -0.090 0.151 0.159
H -5.501809 5.745229 -3.608368 0.004 0.076 -0.009
H -6.925073 5.587808 -2.524270 0.291 -0.005 0.194
H -7.071546 5.070554 -4.164611 0.201 -0.092 -0.120
C 2.375348 0.201909 4.318693 0.354 0.327 -0.280
O 1.251025 0.925343 3.777528 0.180 -0.161 0.335
P 0.150419 0.068871 3.027675 -0.485 0.228 0.444
O 0.628795 -0.639681 1.858521 0.356 -0.563 -0.873
O -0.978990 1.127354 2.779870 -0.148 0.416 -0.112
C -0.786718 2.091241 1.727498 0.400 0.239 0.246
O -0.507781 -0.881427 4.090304 0.090 -0.278 0.217
C -0.723138 -0.459898 5.441673 -0.130 0.049 0.027
H 2.453024 0.461129 5.370783 -0.041 -0.182 0.078
H 3.282740 0.535891 3.814993 -0.076 0.076 -0.032
H 2.298108 -0.872929 4.155912 -0.163 -0.026 0.159
H -1.119126 1.678721 0.779886 -0.144 0.045 -0.020
H 0.265209 2.379768 1.654231 -0.015 -0.152 -0.043
H -1.327202 2.986870 2.018202 -0.274 -0.104 -0.150
H 0.197034 -0.568550 6.013756 0.028 0.114 -0.005
H -1.475334 -1.112161 5.875676 -0.035 -0.052 -0.116
H -1.083701 0.567677 5.466783 0.062 0.019 0.077
C 4.484048 -5.544492 -0.465852 -0.471 0.365 0.342
O 4.901204 -4.184168 -0.208189 -0.009 -0.343 -0.190
P 5.192309 -3.755453 1.277270 -0.232 0.724 -0.473
O 5.506425 -4.799342 2.225562 0.246 -0.768 0.692
O 6.305540 -2.666727 0.991028 0.004 0.151 0.041
C 6.761983 -1.886648 2.099788 0.328 0.484 -0.169
O 3.934284 -2.916217 1.754910 -0.120 -0.190 -0.104
C 3.418084 -1.876899 0.932163 -0.290 1.501 0.574
H 5.324578 -6.093608 -0.872797 -0.037 -0.089 -0.143
H 3.631994 -5.484691 -1.138168 0.218 -0.059 -0.300
H 4.122627 -6.015131 0.447986 0.246 -0.060 0.050
H 6.075405 -1.893560 2.945686 -0.003 -0.275 0.015
H 6.850214 -0.849570 1.766717 -0.006 -0.128 -0.092
H 7.752596 -2.236948 2.385829 -0.123 -0.073 0.174
H 4.042792 -1.612523 0.080617 -0.011 -0.485 -0.174
H 3.362590 -0.965438 1.543232 0.182 -0.178 0.051
H 2.376715 -2.035101 0.672554 0.131 -0.567 -0.240
Cl 1.158065 -2.500444 -1.997759 0.061 0.098 0.023
C 0.293066 -1.240571 -1.106821 -0.493 -0.133 -0.185
Cl -0.978089 -0.491688 -2.111292 0.189 0.054 0.044
H -0.222248 -1.695401 -0.273419 0.189 -0.005 0.145
H 0.972129 -0.465257 -0.782395 0.093 -0.044 -0.011
```
Forces are in eV/Å.

## Properties
**Gap between HOMO and LUMO**: 11.0 eV
**SMILES string**: COP(=O)(OC)OC.COP(=O)(OC)OC.COP(=O)(OC)OC.ClCCl
**Energy above the lowest of the compared OMol25 structures with the same formula, charge and spin**: 0.0 kJ/mol
**Molar mass**: 505.158 g mol⁻¹

Just the natural (NBO) charges please, in e? Sure, here they are:
1 C -0.246
2 O -0.826
3 P 2.580
4 O -1.105
5 O -0.809
6 C -0.241
7 O -0.806
8 C -0.254
9 H 0.181
10 H 0.194
11 H 0.189
12 H 0.192
13 H 0.193
14 H 0.189
15 H 0.186
16 H 0.200
17 H 0.185
18 C -0.265
19 O -0.824
20 P 2.602
21 O -1.132
22 O -0.818
23 C -0.253
24 O -0.813
25 C -0.249
26 H 0.192
27 H 0.194
28 H 0.202
29 H 0.201
30 H 0.186
31 H 0.199
32 H 0.182
33 H 0.202
34 H 0.193
35 C -0.248
36 O -0.821
37 P 2.581
38 O -1.097
39 O -0.811
40 C -0.257
41 O -0.821
42 C -0.260
43 H 0.193
44 H 0.191
45 H 0.202
46 H 0.190
47 H 0.186
48 H 0.196
49 H 0.191
50 H 0.177
51 H 0.207
52 Cl -0.031
53 C -0.379
54 Cl -0.059
55 H 0.240
56 H 0.228